1.
2 unconnected molecules or ions with the total composition C3H12NO. Source: the Open Molecules 2025 dataset; level of theory: the ωB97M-V functional and the def2-TZVPD basis.

Output
strongest force on any atom	1.499	eV/A
LUMO level	-3.1	eV
energy above the lowest of the compared OMol25 structures with the same formula, charge and spin	0.500	eV
gap between HOMO and LUMO	13.1	eV

Structure (ORCA input):
```
! RIJCOSX wB97M-V def2-TZVPD def2/J DEFGRID3
* xyz 1 1
C 0.320 0.983 -1.854
C -0.328 1.239 -0.511
N -0.213 0.038 0.366
C -1.240 0.008 1.473
H -0.007 0.055 -2.322
H 0.194 1.849 -2.491
H 1.399 0.965 -1.685
H 0.188 2.061 -0.014
H -1.380 1.498 -0.557
H 0.732 -0.123 0.693
H -0.305 -0.869 -0.107
H -1.215 0.973 1.960
H -0.858 -0.676 2.227
H -2.204 -0.267 1.062
H 1.214 -3.099 0.189
H 2.315 -2.372 0.918
O 1.387 -2.264 0.653
*
```

Atom charges from the Mulliken analysis, given in e for atoms 1 to 2: -1.16, -0.37


2.
A molecular structure, C34H45N8PS2SbSe4Sn. Source: the Open Molecules 2025 dataset; level of theory: the ωB97M-V functional and the def2-TZVPD basis.

Output
strongest force on any atom	0.459	eV/A
LUMO level	2.0	eV
energy above the lowest of the compared OMol25 structures with the same formula, charge and spin	5.931	eV
gap between HOMO and LUMO	5.0	eV

Structure (ORCA input):
```
! RIJCOSX wB97M-V def2-TZVPD def2/J DEFGRID3
* xyz -1 1
Sn -2.270 0.532 -1.681
C 0.948 3.374 -4.593
C 0.293 2.379 -3.675
N -0.165 2.725 -2.501
N 0.044 3.934 -2.073
C -0.742 4.563 -1.074
N -1.378 5.200 0.766
S 0.533 1.760 0.434
C 0.185 0.987 -4.091
C 1.054 0.517 -5.097
C 1.039 -0.802 -5.484
C 0.138 -1.672 -4.891
C -0.706 -1.156 -3.933
N -0.701 0.121 -3.531
H 2.007 3.553 -4.365
H 0.426 4.335 -4.538
H 0.872 3.049 -5.628
H 0.483 4.583 -2.716
H -2.201 5.759 0.558
H -1.229 5.152 1.773
H 1.768 1.194 -5.541
H 1.725 -1.151 -6.246
H 0.091 -2.719 -5.158
H -1.455 -1.786 -3.465
Se -6.564 0.571 -0.243
Sb -6.199 -0.326 -2.462
Se -3.508 2.546 -2.849
Se -3.813 -1.423 -2.380
Se -5.409 1.704 -3.913
N -1.362 1.270 3.290
P -2.179 1.883 1.862
C -2.918 3.373 2.689
C -4.223 3.694 2.334
C -4.870 4.784 2.911
C -4.219 5.558 3.860
C -2.917 5.243 4.233
C -2.273 4.160 3.650
C -0.800 2.815 1.014
C 0.490 3.087 1.709
C 1.366 4.253 1.434
C 1.106 5.309 0.662
C -0.176 5.583 -0.080
C -1.433 3.846 0.053
C -1.138 -0.109 3.402
C -0.702 -0.673 4.606
C -0.554 -2.046 4.664
C -0.828 -2.818 3.542
C -1.199 -2.156 2.382
N -1.337 -0.837 2.314
H -1.617 1.708 4.161
H -4.740 3.083 1.605
H -5.887 5.011 2.616
H -4.721 6.403 4.315
H -2.405 5.842 4.978
H -1.255 3.923 3.950
H 0.595 2.649 2.697
H 2.357 4.182 1.872
H 1.918 6.003 0.462
H -0.219 6.628 -0.394
H -2.458 3.520 -0.166
H -0.507 -0.048 5.468
H -0.237 -2.514 5.589
H -0.761 -3.898 3.571
H -1.419 -2.690 1.463
C 5.071 -2.621 0.340
C 5.153 -3.808 1.302
C 3.859 -4.613 1.441
C 2.764 -3.954 2.284
N 2.097 -2.819 1.666
C 1.381 -2.876 0.503
S 1.218 -1.529 -0.463
N 0.844 -4.079 0.207
C -0.165 -4.292 -0.825
C 0.020 -5.635 -1.530
C 0.966 -5.571 -2.732
C 2.367 -5.061 -2.403
H 6.065 -2.206 0.161
H 4.445 -1.812 0.716
H 4.652 -2.927 -0.621
H 5.474 -3.467 2.292
H 5.928 -4.488 0.939
H 4.091 -5.577 1.905
H 3.457 -4.817 0.444
H 3.184 -3.594 3.225
H 2.018 -4.708 2.553
H 2.529 -1.916 1.774
H 0.912 -4.801 0.907
H -0.081 -3.469 -1.533
H -1.160 -4.233 -0.377
H -0.958 -5.980 -1.871
H 0.386 -6.377 -0.808
H 0.514 -4.922 -3.487
H 1.039 -6.570 -3.171
H 2.339 -4.043 -2.007
H 2.995 -5.055 -3.296
H 2.848 -5.704 -1.659
*
```

Atom charges from the Mulliken analysis, given in e for atoms 1 to 2: 0.83, -2.02


3.
A molecular structure, C16H38CaClO4ScSi. Source: the Open Molecules 2025 dataset; level of theory: the ωB97M-V functional and the def2-TZVPD basis.

Output
strongest force on any atom	2.748	eV/A
LUMO level	4.4	eV
gap between HOMO and LUMO	4.2	eV

Structure (ORCA input):
```
! RIJCOSX wB97M-V def2-TZVPD def2/J DEFGRID3
* xyz -2 1
Sc -2.698 1.381 -4.585
Cl -1.423 2.971 -3.023
C -4.620 1.566 -3.644
C -1.820 2.186 -6.346
H -5.199 1.481 -4.584
H -4.695 0.702 -2.964
H -4.580 2.565 -3.182
H -2.700 2.012 -6.991
H -0.952 1.535 -6.540
H -1.607 3.227 -6.062
Ca -0.814 0.383 -2.139
C 1.504 0.202 -2.479
C -1.771 -0.497 -4.126
H 1.542 -0.571 -3.257
H 1.853 1.217 -2.698
H 1.632 -0.145 -1.435
H -1.094 -0.820 -4.948
H -2.525 -1.131 -3.587
C 3.769 1.682 0.405
C 3.243 0.310 0.815
C 3.769 -0.776 -0.123
C 3.559 0.001 2.276
O 1.812 0.448 0.629
Si 0.318 -0.156 0.936
O -0.608 -0.344 -0.302
O 0.499 -1.476 1.863
C 0.363 -2.905 1.792
C 0.014 -3.392 0.390
C 1.719 -3.433 2.257
C -0.735 -3.240 2.802
O -0.206 0.969 2.024
C -1.495 1.515 2.354
C -2.463 1.554 1.170
C -2.049 0.670 3.505
C -1.123 2.928 2.812
H 4.861 1.673 0.478
H 3.374 2.469 1.061
H 3.478 1.918 -0.627
H 4.851 -0.864 0.052
H 3.300 -1.748 0.080
H 3.599 -0.513 -1.175
H 3.162 0.781 2.940
H 3.145 -0.968 2.582
H 4.657 -0.027 2.385
H 0.788 -3.109 -0.337
H -0.046 -4.495 0.417
H -0.951 -2.993 0.052
H 1.974 -3.021 3.246
H 1.661 -4.525 2.332
H 2.517 -3.166 1.549
H -0.483 -2.830 3.791
H -1.702 -2.824 2.488
H -0.818 -4.332 2.880
H -2.718 0.545 0.821
H -3.393 2.063 1.489
H -2.038 2.127 0.333
H -1.318 0.617 4.325
H -2.975 1.133 3.879
H -2.263 -0.355 3.169
H -0.386 2.882 3.626
H -0.673 3.491 1.983
H -2.021 3.448 3.163
*
```

Atom charges from the Mulliken analysis, given in e for atoms 1 to 2: 0.19, -0.67


4.
3 unconnected molecules or ions with the total composition C5H10N2. Source: the Open Molecules 2025 dataset; level of theory: the ωB97M-V functional and the def2-TZVPD basis.

Output
strongest force on any atom	4.313	eV/A
LUMO level (spin up / spin down)	-0.1 / -0.1	eV
energy above the lowest of the compared OMol25 structures with the same formula, charge and spin	9.028	eV
gap between HOMO and LUMO (spin up / spin down)	7.7 / 7.7	eV

Structure (ORCA input):
```
! RIJCOSX wB97M-V def2-TZVPD def2/J DEFGRID3
* xyz 0 1
C 1.747 -0.205 0.825
C 1.271 -0.666 -0.521
N 0.271 -1.732 -0.649
C -0.063 -0.387 -1.070
C -0.976 0.263 -0.173
C -2.193 0.727 0.100
N -1.449 0.211 1.242
H 2.445 -0.923 1.268
H 0.938 -0.049 1.545
H 2.277 0.745 0.718
H 2.031 -0.742 -1.294
H -0.097 -1.943 0.277
H -0.227 -0.229 -2.127
H 0.220 2.530 -0.756
H -1.247 2.467 -0.475
H -3.179 0.683 -0.285
H -1.770 -0.750 1.374
*
```

Atom charges from the Mulliken analysis, given in e for atoms 1 to 2: -1.25, 0.17


5.
A molecular structure, C19H28CrNO5. Source: the Open Molecules 2025 dataset; level of theory: the ωB97M-V functional and the def2-TZVPD basis.

Output
strongest force on any atom	4.168	eV/A
expectation value of S²	4.1525
LUMO level (spin up / spin down)	0.4 / 0.4	eV
energy above the lowest of the compared OMol25 structures with the same formula, charge and spin	0.088	eV
gap between HOMO and LUMO (spin up / spin down)	7.8 / 7.1	eV

Structure (ORCA input):
```
! RIJCOSX wB97M-V def2-TZVPD def2/J DEFGRID3
* xyz 0 4
O -2.528 0.176 -1.840
C -1.345 0.131 -0.988
C -0.949 1.600 -1.225
H -0.544 -0.616 -1.190
H -1.753 -0.001 0.027
C -2.406 1.642 -1.844
H -0.120 1.789 -1.914
H -0.796 2.066 -0.228
C -2.715 2.062 -3.267
H -2.077 1.547 -4.006
H -2.623 3.157 -3.354
H -3.777 1.785 -3.427
C -3.325 2.395 -0.901
H -3.126 2.145 0.145
H -4.381 2.178 -1.129
H -3.142 3.476 -1.041
Cr 0.962 -0.291 1.721
C 1.854 1.319 2.967
C 2.658 0.114 2.943
C 3.072 -0.101 1.554
H 2.912 -0.552 3.774
C 2.516 0.960 0.759
C 1.781 1.850 1.639
H 1.337 2.797 1.325
H 1.427 1.795 3.856
H 3.719 -0.892 1.191
H 2.705 1.126 -0.299
C -0.304 -1.153 4.001
C -0.712 0.098 3.301
C -1.422 -0.330 2.137
H -1.016 0.991 3.858
C -0.982 -1.690 1.809
C 0.052 -2.054 2.732
H 0.444 -3.071 2.891
H -1.177 -1.601 4.525
H -2.223 0.281 1.682
H -1.426 -2.309 1.014
O 0.989 -1.109 -2.186
C 0.682 -0.455 -3.484
C 1.101 -1.324 -4.679
H 1.272 0.482 -3.534
H -0.384 -0.190 -3.488
C 1.941 -2.441 -4.055
H 1.703 -0.719 -5.372
H 0.230 -1.718 -5.217
C 1.830 -2.259 -2.527
H 2.973 -2.335 -4.408
H 1.582 -3.444 -4.303
H 2.821 -2.065 -2.092
H 1.388 -3.132 -2.027
O -0.715 0.193 5.948
N 0.296 -0.482 6.116
O 0.971 -0.623 7.121
O 0.751 -1.195 4.986
*
```

Atom charges from the Mulliken analysis, given in e for atoms 1 to 2: -0.61, 1.13


6.
2 unconnected molecules or ions with the total composition C5H12O2. Source: the Open Molecules 2025 dataset; level of theory: the ωB97M-V functional and the def2-TZVPD basis.

Output
strongest force on any atom	0.539	eV/A
LUMO level (spin up / spin down)	0.6 / 0.6	eV
energy above the lowest of the compared OMol25 structures with the same formula, charge and spin	4.989	eV
gap between HOMO and LUMO (spin up / spin down)	8.1 / 8.0	eV

Structure (ORCA input):
```
! RIJCOSX wB97M-V def2-TZVPD def2/J DEFGRID3
* xyz 0 1
C 0.411 2.711 -0.854
O 0.348 1.409 -0.923
C 0.055 0.564 0.016
C 0.137 -0.900 -0.285
C 1.041 -1.630 0.716
C -1.260 -1.540 -0.302
O -2.105 -0.979 -1.280
H -0.021 3.212 0.006
H 2.069 2.216 0.645
H 0.629 3.198 -1.792
H 2.016 1.547 0.999
H -0.320 0.964 0.958
H 0.553 -0.994 -1.295
H 1.069 -2.706 0.508
H 0.675 -1.497 1.742
H 2.063 -1.243 0.673
H -1.178 -2.604 -0.545
H -1.705 -1.467 0.706
H -2.105 -0.022 -1.139
*
```

Atom charges from the Mulliken analysis, given in e for atoms 1 to 2: -0.55, -0.22